Record 1
25
Properties=species:S:1:pos:R:3 method="wB97M-V/def2-TZVPD" fmax_ha_per_bohr=0.0894 gap_ev=8.14
H 0.4152 1.5707 -4.2521
N 0.7645 0.7839 -3.7418
C 0.4991 0.6111 -2.5069
C -0.1102 1.7684 -1.8774
N -0.3975 1.9991 -0.6753
C -0.3704 1.0887 0.3014
C 0.0273 1.5152 1.5176
C 0.3654 0.4237 2.4884
C -0.0576 -0.8839 1.7586
Br -1.4932 -1.8898 2.5948
C 1.0587 -1.8553 1.4876
N 1.5214 -1.8019 0.3210
C 0.7147 -0.8492 -0.4636
C 1.1383 -0.4578 -1.6772
C -0.5017 -0.4477 0.2544
C -1.8423 -0.9446 -0.0838
H -0.1246 2.5784 -2.5367
H 0.3165 2.5186 1.8855
H 1.3718 0.2388 2.7114
H -0.2846 0.5431 3.4738
H 1.6228 -2.6155 2.0200
H 2.0479 -0.8557 -2.1941
H -2.6377 -0.4433 0.3563
H -2.0609 -1.9426 -0.0029
H -1.9829 -0.6526 -1.1589

***

Record 2
25
Properties=species:S:1:pos:R:3 method="wB97M-V/def2-TZVPD" fmax_ha_per_bohr=0.0522 charge=-1 spin_multiplicity=6 gap_ev="7.27 / 7.27"
C -1.7457 -0.7847 0.1732
C -1.7360 -1.2842 1.4963
C -2.2145 -0.2435 2.3456
H -1.5246 -2.2965 1.8671
C -2.0712 0.9848 1.6683
C -1.7765 0.6673 0.2845
H -1.9369 1.3601 -0.6008
H -1.7594 -1.4151 -0.7309
H -2.8081 -0.4473 3.2685
H -1.9927 1.9514 2.1348
Sm 0.7440 -0.3146 0.5929
Br 2.1802 -2.5782 0.8288
C 2.1156 0.7010 -1.4964
C 1.0619 1.5163 -2.0117
C 0.0903 0.6503 -2.5999
H 1.0533 2.6113 -2.0548
C 0.5383 -0.6930 -2.4369
C 1.8026 -0.6537 -1.7956
H 2.4073 -1.5075 -1.5627
H 3.0144 1.0440 -0.9908
H -0.8023 0.9699 -3.1506
H 0.0364 -1.5910 -2.7738
S 3.0373 0.8307 1.8529
C 1.6955 0.4025 2.6797
N 0.5908 0.1196 3.0125

***

Record 3
25
Properties=species:S:1:pos:R:3 method="wB97M-V/def2-TZVPD" fmax_ha_per_bohr=0.0720 gap_ev=6.95
C -1.6559 -0.7853 0.1574
C -1.5368 -1.2191 1.5503
C -1.7617 -0.1035 2.3711
H -1.3457 -2.2437 1.8471
C -2.0077 1.0351 1.5425
C -1.9359 0.6482 0.1953
H -2.1033 1.2789 -0.6816
H -1.7849 -1.4385 -0.7100
H -1.7731 -0.0994 3.4599
H -2.2672 2.0286 1.9133
Sn 0.6419 -0.6922 -0.0607
Br 0.8055 -3.2089 -0.0125
C 2.2239 0.6915 -1.3775
C 1.0560 1.4503 -1.7110
C 0.1213 0.5909 -2.3438
H 0.9413 2.5261 -1.5695
C 0.7076 -0.7189 -2.4542
C 2.0411 -0.6561 -1.8793
H 2.7837 -1.4455 -1.9030
H 3.1423 1.1015 -0.9628
H -0.8282 0.8857 -2.7860
H 0.2859 -1.5662 -2.9924
S 2.2839 0.1512 1.6827
C 1.2985 0.7000 2.9037
N 0.6674 1.0894 3.8211

***

Record 4
30
Properties=species:S:1:pos:R:3 method="wB97M-V/def2-TZVPD" fmax_ha_per_bohr=0.0386 charge=-2 spin_multiplicity=3 gap_ev="4.65 / 3.86"
C -3.0241 -1.0343 -0.3340
C -1.9826 -1.1953 -1.3225
C -1.4375 0.0837 -1.5825
H -1.7431 -2.1300 -1.8348
C -1.9654 1.0242 -0.6709
C -2.9859 0.3729 0.1308
H -3.7768 0.8243 0.7247
H -3.8092 -1.7309 -0.0531
H -0.7617 0.3187 -2.4008
H -1.7406 2.0820 -0.6464
Pd -1.7975 -0.8748 1.2898
Cl 0.1530 -2.1061 0.9274
C 2.9491 0.2475 0.1840
C 2.3354 1.4337 -0.3253
C 1.7617 1.1200 -1.6029
H 2.3053 2.3977 0.1736
C 2.0255 -0.2595 -1.8800
C 2.7591 -0.8006 -0.7719
H 3.0760 -1.8366 -0.6538
H 3.5250 0.1797 1.1067
H 1.2244 1.8220 -2.2418
H 1.6563 -0.8324 -2.7288
F -0.4063 2.1455 5.2044
C -0.2821 2.5729 3.9257
F -1.4323 3.1967 3.5723
F 0.7287 3.4769 3.8671
S 0.0609 1.1209 2.7678
O 1.3576 0.6649 3.2137
O -1.1081 0.2611 3.1384
O -0.0252 1.6870 1.4240